1.
Here is 12 unconnected molecules or ions with the total composition C40H62BN12O3 in a non-equilibrium geometry from the OMol25 dataset. Energies are from ωB97M-V/def2-TZVPD.

Output
- Spin multiplicity: 1
- M: 769.8 g/mol
- Total charge: -1
- Orbital gap: 5.55 eV
- E: -2469.01545 Ha

Last column: Mulliken charge in e.
Atoms and positions in Å:
1 C -2.9116 5.8565 -0.5984  0.372
2 H 5.7746 -5.5995 -4.6592  0.184
3 C -1.2803 0.4860 -0.2107  0.233
4 H -2.6946 -2.6460 2.5267  -0.008
5 H 0.5302 3.9950 -0.9517  0.198
6 H 8.6367 -4.6288 -1.6823  0.280
7 C -3.9235 6.8969 -0.7303  -0.775
8 C -1.9364 -4.0248 3.9615  -0.869
9 N -3.0071 -6.6258 5.4983  -0.427
10 C -2.0430 11.4019 -1.3754  -0.573
11 N 1.3758 2.2045 -3.0611  -0.604
12 N 2.8535 -6.4606 -3.9297  -0.411
13 H -1.6353 -1.7571 6.4970  0.546
14 C -3.1332 -0.7388 0.6377  -0.265
15 H 3.0808 -2.5616 -2.6221  -0.230
16 H 0.9586 -0.3680 -6.2862  0.121
17 C -1.0639 13.0607 -4.9533  0.328
18 H -4.6802 6.7762 0.0433  0.280
19 H -1.2207 10.7960 -0.9993  0.274
20 H 2.6027 -0.3026 1.9431  0.386
21 C 1.2492 3.2328 0.8592  0.501
22 H 8.1978 -4.6325 -3.4003  0.267
23 C -0.3901 0.7965 -7.3945  0.238
24 C -3.0778 2.7294 6.5176  -0.940
25 N 5.5829 -3.8881 -1.8087  -0.282
26 H 1.0024 -0.5701 0.2626  -1.279
27 N 1.2067 2.4510 1.6968  -0.425
28 C 2.8245 -2.7181 -4.6872  0.258
29 H -0.8732 11.6627 -6.5013  0.278
30 C 3.9608 -6.5363 -4.2101  0.419
31 H -1.9586 -4.0313 1.7901  0.634
32 C -3.2115 10.5617 -1.6034  0.401
33 H 2.2702 4.1922 -0.6975  0.318
34 H -2.0018 2.8874 6.5543  0.275
35 H -3.5823 3.6923 6.5671  0.315
36 H -0.8212 -1.2335 5.0514  0.058
37 C 1.2963 4.2179 -0.2135  -0.902
38 H -0.2974 0.5503 -0.6512  0.468
39 C -0.5435 -2.5176 2.3926  -1.109
40 H -2.7653 -0.7544 4.1967  0.035
41 C 6.6887 -3.9822 -2.0976  0.388
42 H 2.2367 -5.2234 2.4826  0.241
43 H 2.4690 -4.1194 -3.1782  0.260
44 H -0.6280 -2.0574 -1.0835  0.509
45 H -0.7515 -0.7438 -6.0225  0.281
46 H 0.5085 11.7480 -5.3939  0.263
47 H 3.1920 0.2698 -1.3611  0.318
48 H 0.2544 -3.0271 2.9173  0.650
49 O 0.4893 -3.7063 0.6495  -0.543
50 B 1.7629 -3.5683 -0.0532  0.798
51 N -4.1197 9.8875 -1.7879  -0.429
52 C 5.3741 -6.6068 -4.5539  -0.759
53 O 2.2170 -2.1407 0.1244  -0.639
54 H -2.1909 -9.4872 4.4658  0.341
55 C -0.0374 0.0606 -6.1862  -0.355
56 H 1.5449 -3.7012 -1.2642  -0.447
57 H 1.1211 5.2119 0.1946  0.311
58 C -1.6081 -1.8945 5.4156  -0.464
59 C -3.4322 2.0489 5.2789  0.430
60 H -4.5266 3.3171 0.0546  0.263
61 H 5.5013 -7.1414 -5.4932  0.356
62 H -4.3986 6.8322 -1.7062  0.302
63 H -3.2465 3.6796 1.2604  0.380
64 H 5.9175 -7.1279 -3.7676  0.248
65 H -1.5058 2.6219 -0.2051  0.534
66 C -0.0822 -2.4412 0.9379  1.870
67 C -3.8286 0.4425 0.8929  -0.930
68 H -1.7417 11.8770 -2.3073  0.049
69 H -0.1351 -3.3974 4.9858  0.290
70 O 2.4861 -6.7426 1.2130  -0.644
71 N -2.9288 -1.4916 4.8725  -0.511
72 C 2.5493 -5.5535 1.4734  0.157
73 H -0.7005 -1.5197 2.7946  0.180
74 H 2.1830 -1.8665 2.6961  0.356
75 C -0.5768 11.7826 -5.4616  -0.747
76 H 4.1742 -3.7042 -3.4225  -0.128
77 N -0.6681 1.3746 -8.3452  -0.411
78 H 3.5693 -4.9297 -0.2830  0.085
79 H -0.9973 10.9661 -4.8775  0.276
80 H -1.8683 -2.8663 -0.1736  0.424
81 C 1.1640 -1.4796 0.8440  2.264
82 H 1.8679 -0.7192 -1.9871  -0.263
83 C 1.9101 1.2565 -2.6978  0.240
84 H 1.1112 -0.4923 2.8257  0.373
85 H -3.3787 2.1241 7.3705  0.275
86 H 3.6722 -3.8273 1.0844  0.189
87 N -1.4492 14.0606 -4.5470  -0.377
88 H -2.1661 -8.4147 3.0521  0.264
89 H -4.6254 2.7547 1.7614  0.378
90 C -3.2319 1.6682 0.6043  1.281
91 H 8.5274 -3.0997 -2.5732  0.293
92 C -1.8829 -8.5102 4.0983  -0.847
93 C -1.9607 1.6752 0.0379  -1.152
94 H -3.4363 -1.0192 5.6090  0.331
95 C -1.8392 -3.3102 2.5987  -0.665
96 C -3.9729 2.9547 0.9158  -1.667
97 H -3.4637 7.8727 -0.6292  0.132
98 H -1.4370 -3.9338 6.0198  0.535
99 H -2.2769 12.1756 -0.6474  0.286
100 N -3.7109 1.5125 4.3058  -0.349
101 H -4.8102 0.3599 1.3363  0.296
102 C -1.8388 -0.7515 0.1030  0.258
103 N -2.1172 5.0383 -0.4906  -0.360
104 C 3.0141 -4.5169 0.5554  -0.267
105 C 3.1605 -3.3135 -3.4035  0.391
106 C 2.5939 0.0531 -2.2443  -0.120
107 N 2.5569 -2.1427 -5.6449  -0.600
108 C -2.5253 -7.4614 4.8805  0.455
109 C -1.2131 -3.3579 5.1206  -0.984
110 C 1.8024 -1.0027 2.1531  -2.197
111 H -1.4558 -4.9956 3.8237  0.102
112 H 3.2425 -0.3156 -3.0371  0.531
113 H -0.0522 0.7321 -5.3284  0.130
114 H -2.9746 -4.2363 4.1894  0.487
115 H -0.8015 -8.4200 4.1800  0.265
116 C -1.1286 -2.0703 -0.1151  -2.497
117 H -3.5892 -1.6878 0.8829  0.384
118 C 8.0970 -4.0926 -2.4603  -0.919

---

2.
Here is a molecular structure, C32H28Cl2FN2O6P2Pt from the OMol25 dataset. Energies are from ωB97M-V/def2-TZVPD.

Output
- Spin multiplicity: 1
- M: 883.5 g/mol
- Total charge: +1
- Orbital gap: 8.66 eV
- E: -3619.37415 Ha
- Energy relative to the best compared isomer or geometry (same formula, charge and spin): 35.0 kJ/mol

Last column: Mulliken charge in e.
Atoms and positions in Å:
1 C 0.1627 -5.7384 4.1539  -0.506
2 H -1.6853 -6.6702 3.5960  0.426
3 C 0.9692 -4.6116 4.0384  -0.692
4 H -3.6146 0.8232 0.1278  0.100
5 O 0.2187 5.1982 1.4101  -0.589
6 C -0.7022 -3.5751 2.6474  0.435
7 C -5.7373 0.6122 3.3558  -0.752
8 H -2.4547 -4.7549 2.2494  0.413
9 C -1.6679 3.2923 3.5773  -0.722
10 O -2.8258 0.4228 -2.0512  -0.603
11 C -3.5941 0.7753 2.2776  0.740
12 H -0.6217 0.4438 5.1090  0.372
13 H -6.4333 -2.9217 -0.2201  0.433
14 C -5.5945 0.6984 0.9517  -0.566
15 C 0.5183 2.4518 -0.7923  0.492
16 H -7.4327 0.5631 2.0448  0.433
17 C 0.5405 -3.5340 3.2852  -0.618
18 P -1.8050 0.8843 2.3475  -0.147
19 H -4.5712 -2.6888 -1.8220  0.422
20 H -2.1191 3.6377 2.6533  0.421
21 P -1.1843 -2.1601 1.6611  1.974
22 C -1.3599 4.1990 4.5749  -0.659
23 H -6.0087 -2.7914 2.2131  0.473
24 C -0.5329 2.4039 5.9486  -0.695
25 C -3.9040 -2.5049 1.9775  -0.100
26 C -6.3533 0.6174 2.1097  -0.668
27 H -0.0944 2.0581 6.8753  0.433
28 C -1.0648 -5.7879 3.5133  -0.776
29 N -0.5845 2.6029 -1.5442  0.222
30 C -3.0825 -2.4606 -0.3000  -0.740
31 N 0.7834 3.4105 0.1174  0.083
32 H 1.1775 -2.6625 3.1804  0.200
33 H -6.3336 0.5605 4.2574  0.445
34 O 1.3222 1.4866 -0.9497  -0.837
35 H -3.7249 -2.4468 3.0459  0.408
36 H -1.4407 2.0916 -3.3695  0.495
37 C -1.3999 1.9328 3.7516  0.353
38 C -4.2116 0.7761 1.0299  -0.061
39 H 1.6036 3.2735 0.6922  0.296
40 H 0.4991 -6.5826 4.7413  0.401
41 C -1.2012 -0.7781 2.8394  -1.714
42 C -5.1888 -2.7012 1.5130  -0.799
43 C -1.6173 0.4190 -2.0524  0.876
44 C -4.3575 0.6957 3.4421  -0.784
45 H -6.0763 0.6987 -0.0176  0.516
46 C -0.7918 3.7533 5.7617  -0.568
47 C -5.4240 -2.7731 0.1425  -0.613
48 H -0.1714 -0.6674 3.1932  0.841
49 H 4.4356 -0.2565 0.5268  0.364
50 O -0.1405 -2.0107 0.5530  -0.978
51 Cl 2.2262 -0.2184 1.3721  -0.127
52 H -0.5501 4.4614 6.5435  0.399
53 H 1.9306 -4.5798 4.5336  0.418
54 C -0.8383 1.6203 -2.5976  -1.263
55 C -1.5002 -4.7084 2.7572  -0.252
56 C -0.8324 1.4931 4.9446  -0.377
57 C -1.2922 4.4781 -0.2885  0.346
58 H 4.0286 -1.7503 1.4514  0.347
59 O -0.8900 -0.6018 -1.6579  -0.588
60 C -1.5111 3.5886 -1.2579  -0.048
61 C -4.3802 -2.6484 -0.7582  -0.701
62 C -0.0717 4.4572 0.5101  0.208
63 H -1.5569 5.2519 4.4250  0.458
64 Cl 3.3655 -1.8722 -0.7977  -0.074
65 Pt 0.5468 -0.3175 -0.3047  1.474
66 H -3.8779 0.7240 4.4150  0.476
67 H -2.2622 -2.3422 -0.9935  0.510
68 C 3.7168 -1.0494 0.6879  -0.454
69 H 0.1204 1.3130 -3.0036  0.331
70 H -1.8034 -1.1131 3.6904  0.730
71 O -1.2123 1.3806 1.0735  0.843
72 F -2.1850 5.4137 0.0097  -0.350
73 C -2.8473 -2.3882 1.0686  0.396
74 H -2.4174 3.5849 -1.8458  0.418